The following is a DFT calculation (ωB97M-V with the def2-TZVPD basis set) of a molecular structure, C31H46BrN3OP2Sn in a non-equilibrium geometry.

Geometry (Å):
C (5.163, -1.333, -2.717)
H (-7.310, 7.213, -5.477)
H (-5.977, 6.125, -3.666)
H (0.101, 2.056, 2.126)
H (4.516, 1.141, -1.451)
C (-1.783, -0.616, 2.343)
H (-0.430, -1.594, -3.989)
H (5.695, -3.451, -2.913)
Br (1.874, -1.127, 1.662)
H (1.017, -3.585, -2.097)
H (-4.028, 2.806, -1.477)
H (-1.585, 1.572, -4.791)
H (4.103, -1.591, -2.590)
H (4.581, -2.737, -0.318)
H (5.221, -0.437, -3.352)
C (-5.581, 4.328, -4.838)
C (-0.442, -3.524, 0.204)
C (-5.858, 3.696, -6.071)
H (5.768, -1.148, 2.053)
C (-0.476, 2.680, 4.663)
H (-5.479, 2.701, -6.290)
C (6.583, 1.855, -1.345)
C (5.437, 0.935, -0.891)
H (0.489, -4.070, -0.023)
P (-0.516, -2.120, -0.977)
C (5.649, -2.056, 1.451)
H (-2.537, -4.038, 0.603)
H (-4.073, -1.042, -1.411)
H (6.442, 2.861, -0.936)
C (0.115, -2.521, -3.770)
C (-3.774, 2.783, -4.193)
C (-1.619, -4.501, 0.223)
H (-2.292, 1.995, 0.133)
Sn (0.574, 0.153, -0.352)
H (-2.011, -1.498, 1.741)
C (-2.882, 2.240, -3.228)
C (-4.694, 3.724, -3.859)
H (-6.869, 3.901, -7.977)
H (3.932, -1.243, 0.382)
C (-3.318, -1.560, -0.803)
C (-2.142, 1.898, -0.941)
H (-2.356, 0.696, 5.429)
C (4.865, -1.786, 0.159)
H (-0.289, -3.080, 1.200)
C (-6.892, 6.209, -5.624)
H (-1.822, -4.924, -0.768)
C (-2.195, -2.070, -1.712)
H (7.024, -2.331, -3.280)
C (0.642, -2.577, -2.333)
H (0.962, -2.572, -4.466)
C (-0.999, 1.306, -1.463)
N (-0.827, 2.766, 5.988)
C (5.942, -2.485, -3.368)
O (0.236, 3.522, 4.129)
C (-0.755, 1.191, -2.830)
H (5.230, 1.089, 0.177)
N (-7.121, 5.598, -6.790)
H (1.497, -1.890, -2.223)
H (0.164, 0.751, -3.228)
C (-1.952, 0.585, 4.425)
N (-0.973, 0.305, 1.795)
C (-3.104, 2.357, -1.841)
H (-2.995, -1.275, 3.984)
C (-6.639, 4.376, -7.018)
H (-3.632, 2.500, -5.236)
H (-0.381, 3.490, 6.531)
H (-1.217, 1.988, 6.497)
H (6.643, -2.460, 1.222)
C (-2.317, -0.500, 3.633)
C (-0.605, 1.351, 2.574)
H (6.624, 1.946, -2.437)
P (5.838, -0.846, -1.076)
H (-3.828, -2.380, -0.279)
H (5.700, -2.551, -4.435)
H (-2.425, -3.089, -2.069)
H (-2.137, -1.426, -2.603)
H (-1.373, -5.335, 0.891)
C (-1.044, 1.522, 3.900)
C (-1.713, 1.638, -3.713)
H (-2.964, -0.841, -0.054)
C (-6.145, 5.600, -4.607)
H (7.553, 1.483, -0.994)
H (-0.543, -3.371, -3.995)
H (5.112, -2.791, 2.062)
H (-4.754, 4.142, -2.856)

For the HOMO energy (alpha / beta), the calculation gives -17.9 / -17.9 eV. Its net charge is +4. The total energy is -4917.832191 hartree.

Atomic partial charges in e from the Löwdin method, atoms 1 to 4:
1. C -0.370
2. H 0.167
3. H 0.146
4. H 0.120

***

The following is a DFT calculation (ωB97M-V with the def2-TZVPD basis set) of a molecular structure, C16H32N3NaO2Si.

Geometry (Å):
H (-0.624, 0.998, 1.064)
C (0.886, -4.588, -0.978)
H (-2.902, 4.935, -1.630)
H (-0.785, -6.754, 0.767)
H (3.302, -1.395, 0.135)
N (0.161, -0.955, 1.113)
C (-0.936, -0.029, 0.878)
H (1.556, 4.578, -1.112)
H (-3.275, 3.176, -0.018)
H (0.483, -7.413, 1.812)
C (-1.276, 4.710, 0.558)
H (1.259, 7.027, -1.033)
C (-0.133, -2.273, 1.673)
H (-3.398, 1.429, -0.344)
C (0.615, 5.022, -0.794)
H (-1.071, -2.208, 2.223)
H (-1.582, 5.431, -2.685)
O (-1.847, 2.334, -1.288)
H (-1.747, -0.266, 1.563)
H (-3.890, 2.602, -1.579)
N (-0.842, 8.391, -0.069)
C (-3.157, 2.405, -0.784)
H (2.843, -4.768, 1.675)
H (1.595, -4.059, -1.621)
C (1.934, -7.646, -0.862)
H (2.058, -2.686, 0.239)
N (-0.474, 4.124, -0.499)
H (2.673, -1.908, 1.718)
C (0.440, 6.372, -0.744)
C (-2.134, 4.560, -2.329)
H (1.078, -8.053, -1.410)
H (-0.113, -4.597, -1.418)
H (-0.871, 8.661, 0.915)
C (-1.131, 3.605, -1.722)
C (3.040, -5.557, 0.944)
H (3.817, -5.189, 0.267)
C (1.347, -0.699, 0.525)
Na (0.361, 1.963, -1.167)
H (-2.174, 6.463, 1.351)
C (0.166, -6.523, 1.258)
H (2.268, -8.400, -0.137)
H (-2.636, 4.098, -3.188)
C (2.422, -1.742, 0.669)
C (-1.493, 6.058, 0.596)
H (3.444, -6.425, 1.476)
Si (1.457, -5.976, -0.033)
H (2.739, -7.491, -1.587)
O (1.543, 0.342, -0.113)
C (-0.742, 6.947, -0.207)
H (0.646, -2.569, 2.376)
H (-0.189, -3.041, 0.894)
H (-1.697, 8.743, -0.481)
H (-1.676, 4.040, 1.315)
H (-1.317, -0.086, -0.145)
H (-0.022, -5.719, 1.975)

For the HOMO energy, the calculation gives 0.9 eV. Its net charge is -2. The total energy is -1395.250179 hartree. For the relative energy (zero: lowest compared OMol25 entry of this formula, charge and spin), the calculation gives 2.1 kcal per mole.

Atomic partial charges in e from the Löwdin method, atoms 1 to 4:
1. H 0.094
2. C -0.304
3. H 0.053
4. H 0.011

***

The following is a DFT calculation (ωB97M-V with the def2-TZVPD basis set) of a molecular structure, C18H20BaN2S6.

Geometry (Å):
C (1.521, 5.072, -2.777)
C (1.209, 2.757, -2.020)
S (1.255, -2.739, 6.110)
C (-1.304, -1.821, -3.455)
H (-2.702, 2.226, 2.135)
C (1.458, -2.092, 4.499)
N (-0.386, 2.399, -0.240)
H (-1.160, 1.377, 2.211)
H (0.334, -3.997, -1.349)
S (3.239, -1.048, 2.662)
H (-2.250, -1.276, -3.414)
C (1.825, 3.706, -2.829)
H (-2.376, 4.492, 1.457)
H (-2.229, -4.493, -1.485)
C (-1.633, 4.189, 0.730)
C (-1.904, 1.799, 1.528)
H (-2.334, 0.985, 0.936)
C (0.585, 5.560, -1.904)
S (1.588, 1.083, -2.162)
S (3.378, -2.935, 8.202)
C (-1.032, 5.086, -0.103)
C (0.312, -3.369, 2.347)
C (2.711, -1.672, 4.152)
H (2.044, 5.747, -3.446)
C (-0.069, 4.652, -1.040)
C (-1.198, -2.722, -2.199)
H (-0.497, -1.084, -3.460)
H (-0.577, -3.472, 1.725)
H (0.242, -4.168, -3.121)
H (-2.203, -4.393, -3.268)
S (0.049, -1.968, 3.466)
H (-3.273, -3.333, -2.309)
C (2.858, -2.530, 6.668)
S (3.885, -1.861, 5.453)
H (2.569, 3.357, -3.535)
H (0.471, -4.282, 2.918)
H (0.337, 6.614, -1.855)
C (0.230, 3.267, -1.083)
C (-1.271, 2.827, 0.629)
N (-1.280, -1.973, -0.992)
C (-2.291, -3.813, -2.339)
H (1.174, -3.178, 1.709)
H (-1.262, -2.388, -4.397)
H (-1.279, 6.142, -0.063)
C (0.170, -3.457, -2.284)
Ba (0.087, -0.545, 0.005)
H (0.978, -2.728, -2.413)

For the HOMO energy, the calculation gives 0.0 eV. Its net charge is -2. The total energy is -3222.071566 hartree. For the relative energy (zero: lowest compared OMol25 entry of this formula, charge and spin), the calculation gives 3.2 kcal per mole.

Atomic partial charges in e from the Löwdin method, atoms 1 to 4:
1. C -0.121
2. C -0.698
3. S 0.862
4. C -0.115

***

The following is a DFT calculation (ωB97M-V with the def2-TZVPD basis set) of 2 unconnected molecules or ions with the total composition C9H11Br2N2O in a non-equilibrium geometry.

Geometry (Å):
H (-2.907, -1.275, -0.562)
O (0.675, -2.363, 0.048)
C (2.001, 0.016, 1.623)
Br (-1.571, 2.159, 0.197)
H (0.632, 1.285, 0.851)
C (-4.123, 0.272, -0.536)
H (3.868, 0.283, -1.727)
H (4.794, -0.941, -0.021)
C (-0.499, -0.421, -0.460)
H (-2.832, -0.374, 0.965)
C (3.246, 0.245, -0.889)
H (-3.968, 1.393, -0.175)
C (3.127, -0.644, 1.323)
N (0.043, -1.412, -0.207)
H (3.469, -1.223, 2.247)
C (-2.823, -0.360, -0.057)
C (-1.651, 0.400, -0.675)
Br (-5.784, -0.520, 0.109)
H (1.469, 0.061, 2.552)
N (1.461, 0.714, 0.632)
H (1.700, 1.502, -1.420)
H (-1.891, 0.525, -1.671)
H (-4.309, 0.313, -1.672)
C (2.038, 0.844, -0.602)
C (3.835, -0.482, 0.126)

For the HOMO energy, the calculation gives -12.6 eV. Its net charge is +1. The total energy is -5681.928693 hartree. For the relative energy (zero: lowest compared OMol25 entry of this formula, charge and spin), the calculation gives 47.1 kcal per mole.

Atomic partial charges in e from the Löwdin method, atoms 1 to 4:
1. H 0.108
2. O 0.103
3. C -0.051
4. Br 0.836